The following is a DFT calculation (ωB97M-V with the def2-TZVPD basis set) of a cluster of 2 separate species, C2H7NO2 in total at a distorted geometry.

Structure (XYZ):
```
12
Properties=species:S:1:pos:R:3:forces:R:3:lowdin_charge:R:1
N -3.462900 1.400504 -1.825110 0.1 -0.2 -0.2 0.102
C -2.630815 0.420196 -2.293316 -0.4 -0.1 0.6 -0.429
O -1.435290 0.432556 -2.138068 0.1 -0.1 -0.1 0.012
H -3.040588 2.142833 -1.288484 0.0 0.1 -0.3 0.100
H -4.372674 1.544636 -2.231156 0.0 -0.1 0.2 0.089
H -3.175780 -0.456953 -2.699612 0.1 0.3 -0.3 0.126
C 3.148677 -1.553201 2.388608 -1.0 2.3 -0.4 -0.144
O 3.819809 -0.615777 3.260461 0.3 -0.9 0.0 -0.137
H 2.116553 -1.553272 2.732586 -0.1 -0.9 0.3 0.068
H 3.007416 -1.022779 1.423094 0.5 -0.9 0.0 0.082
H 3.613868 -2.532843 2.306301 0.1 0.2 0.1 0.075
H 3.956715 0.170565 2.741006 0.2 0.3 0.0 0.055
```
Forces are in eV/Å.

- SMILES: NC=O.CO
- LUMO energy: 0.9 eV